Formula: C17H46N2O5
Source: OMol25
Level of theory: ωB97M-V/def2-TZVPD

Properties
E_LUMO = 0.4 eV
2S+1 = 1
Electronic energy = -31587.9793 eV
Frontier orbital gap = 0.340 Eh

Each line ends with the Mulliken charge.
Atoms and positions in Å:
O 2.8239 -3.6703 -5.7899  -0.5545
O 0.0433 -7.0086 4.7330  -0.5107
O 0.6297 6.6538 4.4992  -0.5641
O -0.7278 4.1914 -3.1905  -0.3869
O -1.3685 -1.2422 3.0131  -0.2561
N 1.5297 3.5488 -5.5331  -0.6204
N 1.4329 -1.3127 0.5721  -0.7652
C 2.4943 -2.6452 -7.8677  -1.2008
C 0.3709 -2.9003 1.8656  -1.3330
C -0.4218 6.4795 5.4245  0.5443
C -0.7973 3.3850 -4.3732  -0.6240
C -1.0881 5.1903 5.2114  -1.2372
C -2.3034 -6.4833 5.2387  -1.1955
C -1.0341 -7.4634 5.4898  0.4677
C -1.8519 -0.6415 4.1840  -0.8103
C -0.3081 -0.4943 2.3541  -0.8568
C -1.1140 -8.9000 4.9357  -1.1859
C 1.8474 -1.3999 -5.7685  -0.9856
C 1.8943 -2.8226 -6.4649  0.1998
C -1.3209 7.7684 5.2839  -1.2057
C -0.4799 3.5026 -7.0140  -1.4017
C 0.2756 -1.5426 1.3523  0.7601
C 0.5031 4.2249 -2.4911  -0.5875
C 0.0955 3.9954 -5.6669  0.4844
H 0.6808 -2.8578 2.9098  0.2531
H 1.2631 4.6645 -3.1370  0.1595
H -0.7590 2.4490 -7.0089  0.2966
H -2.3435 0.2971 3.9281  0.3132
H -0.5446 2.3701 -4.0660  0.3439
H 1.1138 -0.8575 -6.3650  0.2569
H -1.8558 4.7991 5.8789  0.3398
H -2.9546 -6.6054 6.1043  0.3224
H -0.1819 -9.4636 4.9753  0.3117
H 0.0913 -6.0630 4.5746  0.2687
H 0.0964 5.0852 -5.6443  0.2385
H -0.0151 6.4783 6.4358  0.2150
H -1.4237 5.1251 4.1764  0.2974
H 0.9472 -3.3584 -6.5277  0.3288
H 0.3522 4.6733 -1.5090  0.2645
H 2.8569 -0.9904 -5.8057  0.2732
H 3.7236 -3.3450 -5.8690  0.3396
H 1.8839 3.7168 -6.4640  0.2287
H -2.7987 -6.5971 4.2745  0.2992
H -1.5088 7.8719 4.2152  0.3389
H -2.6525 -1.2349 4.6255  0.2634
H 1.4698 -0.4554 0.0394  0.2026
H 0.0827 3.7050 -7.9254  0.4333
H -0.3538 4.3848 5.2169  0.3177
H -1.8841 -5.4815 5.3315  0.3556
H -2.3150 7.7381 5.7301  0.3562
H 0.4390 -0.1366 3.0626  0.3820
H 2.0256 4.1137 -4.8585  0.2193
H 1.4246 6.1368 4.6492  0.3128
H 1.9427 -2.0141 -8.5645  0.3559
H 3.5125 -2.2560 -7.8701  0.3581
H -0.8250 8.5476 5.8626  0.2847
H -1.8434 -9.5960 5.3500  0.3424
H 1.2172 -3.4446 1.4466  0.4026
H 0.7029 3.2043 -2.1646  0.2703
H -1.8246 3.2902 -4.7250  0.3306
H -1.4280 4.0341 -7.0957  0.3575
H -0.5182 -1.5932 0.6070  0.0876
H 1.5406 -1.5000 -4.7274  0.3029
H 2.4009 -3.6370 -8.3102  0.3189
H -0.4572 -3.6014 1.9698  0.3278
H 1.5774 -2.0211 -0.1330  0.2432
H -0.8764 -7.2689 6.5506  0.2361
H -0.6365 0.4791 1.9898  0.4631
H -1.1264 -0.4857 4.9824  0.3214
H -1.3432 -8.7123 3.8867  0.2903

Cartesian forces (eV/Å) of the 3 atoms listed first:
-0.7 -0.8 0.7
1.6 0.5 -0.7
0.1 0.7 -0.9


Formula: C17H47F3NO9S
Source: OMol25
Level of theory: ωB97M-V/def2-TZVPD

Properties
E_LUMO = 2.1 eV
2S+1 = 1
Net charge = -1
Electronic energy = -57298.5542 eV
Frontier orbital gap = 0.259 Eh

Each line ends with the Mulliken charge.
Atoms and positions in Å:
S -4.7913 -6.4829 12.2381  1.1480
F -6.1750 -6.8148 10.0024  -0.2365
F -7.1997 -5.5967 11.4806  -0.2498
F -5.5406 -4.7670 10.3653  -0.2235
O -5.4682 -9.6680 16.8188  -1.0179
O -4.6085 -5.3489 13.1089  -0.6438
O -6.2563 -12.7146 10.5445  -0.5180
O -2.3337 -9.1009 10.6455  -0.7042
O -5.4587 -7.6361 12.8156  -0.9249
O -3.8770 -7.5032 16.2184  -0.5930
O -3.6197 -6.7951 11.4376  -0.8492
O -8.7232 -10.6694 14.7358  -0.5184
O -4.9117 -12.2828 13.0375  -0.1954
N -6.0403 -9.9029 14.2249  1.0560
C -3.7905 -14.3008 12.4864  -1.3330
C -3.9784 -10.7173 9.8895  -0.9988
C -8.6234 -12.3176 10.1201  -1.5042
C -10.2777 -12.2622 15.6614  -1.4391
C -2.0275 -11.3452 11.4076  -1.4085
C -3.0443 -10.2799 11.0006  2.0935
C -7.8562 -12.7332 15.3954  -0.8485
C -8.8829 -11.6709 15.7660  0.5192
C -3.2938 -12.9651 14.5835  -1.0245
C -6.0008 -5.8739 10.9496  0.5235
C -2.5216 -7.9168 16.2473  0.2183
C -7.1229 -10.5517 10.9456  -0.1699
C -7.1987 -11.7643 10.0174  0.5148
C -4.3604 -13.4841 13.6313  0.5458
C -5.4750 -10.7958 17.5784  -0.7691
C -2.3150 -8.9848 15.1750  -0.2709
C -2.2136 -8.5025 17.6275  -0.9503
H -11.0870 -11.5295 15.7382  0.4092
H -1.8919 -7.0474 16.0454  0.3875
H -1.1979 -8.8925 17.7101  0.3629
H -2.9158 -8.3389 10.8225  0.5288
H -3.6380 -12.1381 15.1962  -0.0237
H -2.8834 -13.8080 15.1448  0.4680
H -7.0628 -9.9270 14.1695  0.4637
H -7.9463 -12.9899 14.3427  0.2133
H -4.7241 -10.7665 18.4076  0.3117
H -5.1884 -13.9772 14.1476  0.3019
H -8.8564 -12.6370 11.1357  0.2401
H -5.7867 -9.0665 13.6629  0.6061
H -2.4785 -12.6307 13.9371  0.1726
H -9.3263 -9.9464 14.9416  0.2209
H -7.8542 -9.7799 10.7179  0.5634
H -2.9428 -9.3035 17.7901  -0.0077
H -4.5914 -9.8826 9.5520  0.2470
H -10.4547 -12.9939 16.4570  0.3708
H -7.2127 -10.9418 11.9605  -0.3248
H -10.4495 -12.8159 14.7349  0.2938
H -2.7846 -8.7557 14.2163  -0.0064
H -2.9620 -13.7751 12.0041  0.3030
H -6.3807 -10.9764 18.2070  0.2270
H -1.6178 -11.0949 12.3819  0.1871
H -6.9600 -11.4717 8.9935  0.3729
H -4.5979 -11.5472 10.2537  -0.0958
H -4.3976 -8.3086 16.4307  0.4549
H -1.2639 -9.2573 15.0686  0.4735
H -3.4586 -11.1430 9.0250  0.4399
H -2.4484 -7.7804 18.4114  0.3113
H -6.1464 -10.0583 10.9176  -0.3649
H -8.8473 -13.1074 9.4011  0.3874
H -5.2637 -11.7582 17.0617  0.0645
H -2.5047 -12.3270 11.3836  -0.0672
H -5.9138 -13.2075 9.7930  0.2324
H -8.7751 -11.1974 16.7425  0.2877
H -5.7447 -9.9020 15.2497  0.2664
H -2.9302 -9.8404 15.4904  -0.3027
H -1.2233 -11.3510 10.6672  0.5507
H -5.6133 -10.7324 13.7972  -0.3699
H -4.5320 -14.4862 11.7097  0.2923
H -6.8541 -12.3215 15.5515  -0.1124
H -3.3501 -15.2359 12.8465  0.4402
H -3.6166 -10.0336 11.9056  -0.6184
H -5.2697 -12.3843 12.1430  -0.2856
H -9.3198 -11.4982 9.9192  0.4017
H -7.9013 -13.5828 16.0774  0.4970

Cartesian forces (eV/Å) of the 3 atoms listed first:
0.6 0.9 0.2
-0.1 0.1 -0.1
0.0 0.0 -0.1


Formula: C17H48AgN3O6
Source: OMol25
Level of theory: ωB97M-V/def2-TZVPD

Properties
E_LUMO (alpha / beta) = -3.4 / -6.4 eV
2S+1 = 2
Expectation value of S² = 0.754
Net charge = +1
Electronic energy = -39131.7554 eV
ΔE to the lowest compared entry with this formula, charge and spin = 19.2700 eV
Frontier orbital gap (alpha / beta) = 0.281 / 0.171 Eh

Each line ends with the Löwdin spin population.
Atoms and positions in Å:
Ag -0.3449 0.2441 3.8296  0.0006
O 0.4452 2.7029 1.5077  0.0003
O -0.1578 -2.1489 -1.5913  0.0013
O 0.4407 0.6434 2.4948  0.0022
O -1.1646 1.5032 -2.4689  0.2720
O -3.4558 1.7442 -0.6191  0.2447
O 2.5195 -4.6816 3.2509  0.0000
N 2.5944 -1.1370 -2.3933  0.0030
N -3.2185 0.2690 2.8214  0.0023
N 1.3375 3.1166 -1.7369  0.0003
C 1.4840 -3.6517 3.2816  0.0000
C 0.0926 1.0195 -2.0756  0.0161
C 1.2565 1.9461 -2.6452  -0.0009
C 0.9360 -1.7625 -0.8072  0.0005
C 0.0602 -0.0488 1.3338  0.0064
C -2.8999 0.4267 1.4196  0.0092
C -4.4067 2.7084 -1.2012  0.0300
C 2.4661 1.7593 0.3379  0.0001
C 3.3461 -2.2226 -0.3351  0.0001
C 2.2888 -2.1036 -1.3944  0.0003
C 1.7280 2.9832 0.9235  0.0000
C -3.7253 1.4665 0.7585  0.0167
C -2.3433 1.0953 -1.7681  0.1920
C 2.0892 -2.6024 2.2165  0.0000
C 2.5644 1.1906 -2.6954  0.0000
C -3.0397 -0.9656 0.7259  0.0012
C -1.4340 -1.7050 -1.0661  0.0069
H 0.9805 -0.6875 -0.6326  -0.0001
H 2.4043 0.9371 1.0509  0.0000
H 1.9085 1.4025 -0.5280  0.0000
H 2.6769 -0.2025 -2.0191  0.0001
H -4.7624 1.1428 0.8471  0.0044
H 2.2088 -3.0557 1.2324  0.0000
H -3.6832 2.3563 1.3866  0.0017
H -1.8343 0.6447 1.3488  0.0042
H -1.4551 -0.6975 -0.6506  0.0011
H 4.3617 -2.1530 -0.7245  0.0000
H 1.3820 2.8360 -0.7677  0.0001
H -2.5344 0.0595 -2.0484  0.0540
H 2.1062 -5.4078 3.7236  0.0000
H 2.8782 1.0584 -1.6599  0.0000
H -4.1782 -0.0437 2.7850  0.0004
H 2.4560 3.3748 1.6339  0.0001
H 3.0215 -2.1294 2.5246  0.0000
H 3.5323 1.8949 0.1566  0.0000
H 1.4842 -3.2221 4.2834  0.0000
H 0.1488 1.1229 -0.9919  0.0052
H 0.6391 -0.9252 1.0426  0.0001
H 3.1527 -1.4121 0.3677  0.0000
H 0.2335 -0.0177 -2.3798  0.0085
H -0.0064 0.6044 0.4637  0.0024
H 1.5064 -1.7230 1.9423  0.0000
H 3.3561 1.7614 -3.1806  0.0000
H 0.8362 -2.2315 0.1717  0.0000
H -2.2828 -1.6324 1.1388  0.0001
H 2.3360 0.2815 -3.2517  0.0000
H 3.2447 -3.1922 0.1525  0.0000
H -2.7442 -0.5426 3.1907  0.0000
H -4.0684 3.6780 -0.8356  0.0006
H 2.2447 -3.1032 -1.8268  0.0000
H -2.1649 -1.8002 -1.8692  0.0039
H 0.5404 1.8410 1.9196  0.0002
H 0.9670 2.0563 -3.6903  -0.0002
H 1.6584 3.7900 0.1940  0.0000
H -3.9661 -1.4919 0.9562  0.0000
H -4.3036 2.8724 -2.2738  0.0024
H -1.0026 -0.2316 1.4923  0.0004
H -2.3365 1.1652 -0.6803  0.0803
H -2.9240 -0.9402 -0.3576  0.0001
H -1.8460 -2.3827 -0.3185  0.0002
H -5.4664 2.4839 -1.0798  0.0049
H 2.1359 -1.1160 -3.2929  0.0000
H 0.4825 3.6252 -1.9117  -0.0001
H -3.2575 1.5381 -2.1633  0.0194
H 0.4751 -3.9752 3.0257  0.0000

Cartesian forces (eV/Å) of the 3 atoms listed first:
-8.6 -4.2 16.5
1.1 2.9 -2.5
-1.2 0.7 -0.5